1 | One molecule with the formula C6H9N, computed with ωB97M-V/def2-TZVPD.

The geometry in ORCA input format:
```
! wB97M-V def2-TZVPD RIJCOSX def2/J DEFGRID3
* xyz 0 1
C 1.52 2.10 -0.41
C 0.57 0.95 -0.30
C -0.63 0.89 -0.92
N -1.23 -0.33 -0.60
C -0.41 -1.00 0.27
C -0.95 -2.23 0.92
C 0.71 -0.25 0.50
H 1.55 2.52 -1.41
H 1.29 2.85 0.34
H 2.55 1.75 -0.25
H -1.04 1.48 -1.73
H -2.17 -0.57 -0.85
H -1.77 -2.68 0.36
H -0.17 -2.96 1.12
H -1.37 -1.95 1.89
H 1.55 -0.59 1.08
*
```

Output
* orbital gap: 8.924 eV
* HOMO energy: -0.289 Ha
* LUMO energy: 1.05 eV
* structure (SMILES): Cc1c[nH]c(C)c1

The net atomic charges from Mulliken, expressed in e, are:
1. C -1.1817
2. C 0.8156
3. C -0.7538
4. N -0.0506
5. C 0.3891
6. C -1.1779
7. C -0.7370
8. H 0.3355
9. H 0.2385
10. H 0.3165
11. H 0.3589
12. H 0.1882
13. H 0.3249
14. H 0.3228
15. H 0.2492
16. H 0.3619

=====

2 | One molecule with the formula C6H9N, computed with ωB97M-V/def2-TZVPD.

The geometry in ORCA input format:
```
! wB97M-V def2-TZVPD RIJCOSX def2/J DEFGRID3
* xyz 0 1
C 2.57 -0.09 0.30
C 1.44 0.24 -0.62
C 1.03 0.95 -1.61
C 0.06 -0.51 -0.50
N -0.76 0.08 0.54
C -2.14 -0.37 0.59
C -1.80 0.99 0.11
H 3.42 0.57 0.16
H 2.93 -1.12 0.14
H 2.25 -0.02 1.34
H -0.47 -0.61 -1.46
H 0.37 -1.52 -0.21
H -2.53 -0.54 1.58
H -2.47 -1.09 -0.17
H -1.93 1.20 -0.95
H -1.97 1.85 0.76
*
```

Output
* orbital gap: 10.183 eV
* HOMO energy: -0.347 Ha
* LUMO energy: 0.73 eV

The net atomic charges from Mulliken, expressed in e, are:
1. C -1.1768
2. C 0.8345
3. C -0.8506
4. C -0.6279
5. N -0.2962
6. C -0.3658
7. C -0.4211
8. H 0.3139
9. H 0.2938
10. H 0.3303
11. H 0.5636
12. H 0.4180
13. H 0.2498
14. H 0.2412
15. H 0.2354
16. H 0.2578

=====

3 | One molecule with the formula C6H9N, computed with ωB97M-V/def2-TZVPD.

The geometry in ORCA input format:
```
! wB97M-V def2-TZVPD RIJCOSX def2/J DEFGRID3
* xyz 0 1
C 0.50 2.39 0.74
C 0.44 0.92 0.50
C 1.20 -0.11 1.00
C 0.72 -1.32 0.41
C -0.32 -1.00 -0.42
C -1.22 -1.86 -1.25
N -0.48 0.36 -0.35
H -0.49 2.81 0.96
H 1.15 2.60 1.59
H 0.90 2.93 -0.13
H 2.02 0.00 1.70
H 1.10 -2.32 0.58
H -1.37 -1.44 -2.26
H -0.78 -2.85 -1.38
H -2.21 -2.00 -0.80
H -1.17 0.88 -0.87
*
```

Output
* orbital gap: 8.716 eV
* HOMO energy: -0.282 Ha
* LUMO energy: 1.03 eV
* structure (SMILES): Cc1ccc(C)[nH]1

The net atomic charges from Mulliken, expressed in e, are:
1. C -1.1387
2. C 0.3794
3. C -0.5686
4. C -0.5855
5. C 0.3858
6. C -1.1446
7. N -0.0841
8. H 0.3153
9. H 0.2909
10. H 0.2676
11. H 0.3987
12. H 0.4009
13. H 0.3213
14. H 0.2950
15. H 0.2602
16. H 0.2064

=====

3 comes first in stability; the runner-up is 0.234 eV higher.